{
  "formula": "C52H89NO28S2",
  "method": "the ωB97M-V functional and the def2-TZVPD basis",
  "species": ["H", "C", "H", "O", "C", "O", "H", "C", "H", "H", "O", "C", "H", "H", "H", "C", "C", "H", "C", "H", "H", "O", "O", "H", "H", "C", "N", "C", "C", "C", "O", "H", "H", "H", "S", "C", "O", "H", "H", "O", "C", "H", "H", "C", "C", "C", "H", "O", "C", "C", "H", "O", "C", "H", "C", "H", "H", "H", "H", "H", "H", "O", "C", "H", "H", "C", "C", "C", "C", "H", "H", "H", "C", "H", "C", "H", "H", "H", "C", "H", "H", "H", "C", "H", "C", "H", "H", "O", "H", "O", "H", "O", "H", "O", "H", "S", "H", "H", "H", "O", "C", "H", "H", "H", "C", "H", "H", "H", "H", "C", "H", "O", "H", "O", "H", "O", "C", "C", "H", "O", "H", "C", "C", "O", "H", "H", "O", "C", "H", "H", "H", "H", "H", "C", "H", "H", "C", "H", "H", "C", "C", "C", "C", "H", "C", "O", "H", "C", "H", "H", "H", "C", "O", "H", "H", "C", "O", "C", "H", "H", "C", "O", "H", "H", "H", "H", "C", "C", "O", "H", "H", "O"],
  "coordinates": [[2.0444, -2.8386, 7.8820], [2.8278, -0.8555, 8.0992], [-6.0207, 7.7269, 4.4066], [-7.2294, 7.9814, 0.3675], [-0.4886, -8.9135, -8.0674], [0.0690, -0.4273, 2.4265], [7.1853, 6.2265, -2.1190], [0.6876, -8.7744, -9.0133], [1.3085, -2.4192, -1.9928], [0.0738, 0.3301, 4.3092], [2.5403, -4.6972, -2.6412], [-8.0757, 7.9881, 3.6728], [-1.2937, -2.3208, 3.8786], [1.6123, -5.0985, -6.3100], [-2.9644, -0.8373, 5.9650], [1.8255, -4.9036, -3.5691], [-0.4055, -6.7926, -8.8477], [1.7574, -2.0976, 9.4693], [6.7364, -1.8855, 6.4201], [1.7701, 2.3533, 1.0572], [1.2209, 0.6364, 8.2583], [1.1828, -12.1616, -7.4356], [-8.3922, 8.2097, 2.2845], [5.4921, -10.0418, -8.8339], [3.3973, -0.2673, 8.8234], [-0.0854, -3.7805, -6.3295], [-4.3723, 0.6460, 2.4531], [3.3892, 0.0332, 6.0855], [0.6275, 0.4539, 3.3784], [1.7140, -1.6168, -1.3837], [-9.7950, 6.4616, -3.7770], [2.8177, 4.0906, 1.8957], [8.2242, 5.6669, 1.4079], [8.8601, -1.4809, 6.3899], [-6.4908, 1.9779, 1.9350], [2.3579, -12.2729, -7.5856], [3.1711, -11.2832, -8.0227], [9.5024, 5.9288, -1.3551], [-2.1782, -0.0987, 4.5962], [3.6525, -0.9905, 6.9198], [-2.8387, 1.0842, 0.5762], [6.8872, -2.7711, 5.8086], [-2.7201, -0.5168, 1.9744], [-6.5928, 8.3105, 3.6906], [-8.1395, 7.1937, -5.3903], [-7.9687, 5.0962, -3.9349], [-7.0790, 7.1419, -5.6395], [7.0208, -1.1850, 9.7319], [9.0995, 5.7129, 0.7540], [2.4783, -2.2078, 8.6586], [1.9563, -0.8757, 1.7248], [-6.1856, 7.9671, 2.3625], [0.9242, -0.8122, 1.3676], [-8.4391, 8.2403, -5.3791], [4.3853, -13.2147, -7.8798], [-0.0127, -9.9384, -10.6794], [9.6114, 4.7543, 0.7536], [-0.3672, 1.5869, 1.0265], [-2.7230, 2.1702, 0.5939], [2.8755, 1.1192, 1.6755], [8.7535, 0.7979, 5.4777], [10.1398, 8.9463, 0.8751], [5.4132, -11.1226, -8.9385], [-0.0546, 1.8032, -0.6799], [-6.9628, 3.9644, 3.1773], [0.8629, -4.7030, -5.6176], [-7.0257, 3.6833, 2.1263], [-2.6725, -1.0143, 4.9254], [-3.9449, -1.2555, 4.1089], [-0.2473, -9.4207, -7.1380], [7.8204, -0.2644, 4.4131], [-2.2827, 1.0241, 2.6914], [-10.0211, 5.3588, -3.0295], [-3.7885, 0.8809, 0.0736], [-4.8459, 1.9805, 2.4592], [-8.0888, 4.5597, -4.8797], [-4.6095, 0.7400, 4.5647], [4.8644, -11.3703, -6.8688], [7.3612, 5.8528, -1.1115], [1.7371, -9.7427, -10.6172], [-6.4121, 9.3767, 3.8493], [-8.8693, 2.8423, 1.3557], [7.8677, 0.1673, 5.4135], [-7.9349, 7.1394, -3.2442], [0.8388, 0.0625, 0.0749], [-9.9821, 8.5280, 4.5066], [-1.9111, 0.6409, -1.2928], [0.3804, -7.5204, -9.6634], [2.4618, -1.0780, -1.9645], [-8.9115, 4.5832, -2.9892], [-2.2582, -3.1231, 5.1246], [4.0306, 0.2970, 5.1158], [2.9079, 5.4914, 0.8449], [-0.8323, -7.5427, -7.8031], [5.5690, 4.2223, 1.1969], [-3.9904, 3.3060, 2.8937], [-9.0854, 4.3076, 2.2839], [6.6043, 6.2806, -0.4552], [-0.6887, -4.3633, -7.0245], [1.5809, -4.0250, -4.5632], [8.7382, 6.2213, -0.6293], [-1.3409, -9.4009, -8.5453], [6.9846, 0.7880, 5.5663], [5.1004, 5.9140, 1.4291], [1.6708, -0.0455, 7.5426], [-8.3215, 5.6779, 0.4254], [2.1942, -2.0639, -0.5101], [-3.7282, -1.8455, 3.2171], [-5.7830, -0.2423, 3.6950], [4.5424, -11.7061, -7.8580], [1.6763, 0.2183, 3.5781], [3.0652, -13.3962, -7.3514], [-9.3786, 4.4524, -0.3100], [9.9845, 6.7271, 1.2382], [3.9228, 1.9844, -0.8179], [6.6199, -2.2665, 7.7986], [-0.3189, 1.0613, 0.0761], [-8.4438, 3.8313, 1.5421], [0.5397, 1.4993, 3.0676], [7.8067, -0.3906, 7.7744], [0.0902, -6.7472, -5.4174], [7.1405, -1.2720, 8.5522], [0.8454, -9.8876, -10.0078], [2.2979, 0.7104, 6.4945], [0.4546, -3.0221, -6.8941], [-8.8829, 9.8868, 4.2521], [1.1375, -6.0517, -3.7703], [-8.9412, 8.8426, 4.5601], [-0.7505, -5.5311, -4.4225], [6.4157, -11.5471, -8.8768], [-0.9066, -2.1036, 5.5916], [5.1001, -13.7431, -7.2556], [-8.7109, 6.6815, -6.1650], [-1.7023, 0.4638, -0.2384], [-8.6085, 8.7594, 5.5954], [-8.2361, 6.9248, 3.8744], [4.8253, 4.8822, 1.6419], [0.6176, -1.8188, 1.0823], [3.3655, -2.7025, 9.0504], [7.9151, -0.9325, 6.4411], [-2.9756, 0.5400, 1.9981], [9.7032, 7.8824, 0.5854], [-8.4458, 4.6147, 0.2264], [-6.3105, 4.3026, 1.5838], [2.5506, 1.6419, 0.7710], [8.8522, 7.6442, -0.4401], [7.2435, 4.7685, -1.1221], [-4.7237, 0.0068, 3.7563], [0.9366, -10.8299, -9.4720], [4.9963, -11.3434, -9.9216], [-6.9609, 4.9549, -3.5536], [3.7156, 2.4197, 0.1586], [-0.6819, -5.6457, -9.0057], [-1.6950, -0.6177, -0.0913], [0.9015, -0.6834, 7.1001], [3.4188, 4.5685, 1.1140], [-11.0433, 5.1007, -2.4828], [-1.7233, -2.2043, 4.8735], [-0.7367, -3.2744, -5.6153], [-4.6183, -1.8667, 4.7151], [-8.3826, 6.5518, -4.0503], [0.6264, -0.7735, -1.0296], [5.8168, -1.3812, 6.1241], [4.6158, 2.3099, 0.7733], [-7.6271, 4.2607, -0.4010], [1.6120, -8.6276, -8.4481], [0.2112, -5.8329, -4.8442], [-7.2666, 8.0504, 1.5528], [3.4258, 3.7844, -0.0654], [4.8809, 4.7473, 2.7226], [4.4131, -13.6128, -8.8968], [2.0723, 0.7315, -0.1982]],
  "charge": 0,
  "e_homo_ev": -8.36,
  "homo_lumo_gap_ev": 8.58
}

---

{
  "formula": "C52H92CrF12N2O41",
  "method": "the ωB97M-V functional and the def2-TZVPD basis",
  "species": ["F", "H", "O", "O", "O", "C", "H", "O", "C", "N", "H", "H", "H", "H", "O", "O", "H", "O", "C", "O", "F", "C", "H", "O", "H", "C", "H", "H", "H", "H", "F", "O", "H", "O", "O", "C", "C", "O", "C", "O", "F", "H", "H", "F", "H", "C", "H", "H", "C", "C", "O", "C", "C", "H", "C", "N", "H", "O", "O", "O", "C", "O", "H", "H", "C", "C", "H", "H", "H", "H", "H", "H", "H", "H", "O", "H", "C", "H", "O", "H", "O", "C", "O", "H", "H", "C", "H", "H", "C", "H", "H", "F", "H", "H", "H", "C", "H", "H", "H", "H", "O", "C", "O", "O", "O", "C", "H", "C", "C", "H", "C", "O", "H", "H", "H", "H", "H", "H", "H", "H", "O", "H", "C", "H", "C", "H", "C", "C", "H", "H", "C", "O", "C", "H", "C", "F", "H", "O", "F", "H", "H", "Cr", "O", "H", "C", "H", "O", "H", "H", "H", "C", "H", "O", "O", "H", "H", "H", "O", "C", "H", "H", "H", "H", "H", "H", "H", "C", "C", "C", "H", "H", "C", "H", "C", "C", "O", "C", "C", "F", "C", "F", "O", "O", "F", "H", "H", "H", "H", "O", "H", "C", "H", "O", "F", "C", "C", "C", "H", "C", "C"],
  "coordinates": [[-14.9832, -0.4219, -15.6810], [-18.7252, 6.1106, -12.7014], [-18.1773, 7.2879, -14.4017], [-15.2276, 4.2885, -15.8423], [-9.2150, 7.0690, -18.1558], [-10.9443, 1.8454, -20.1428], [-15.0835, 9.9019, -13.7286], [-14.6668, 9.1012, -11.1502], [-15.3778, -2.7803, -11.7327], [-12.0105, 5.2548, -21.8382], [-15.0267, 0.4020, -21.9861], [-11.0723, -2.1007, -15.0613], [-15.7305, 1.9818, -17.5546], [-18.2821, 1.4100, -17.6219], [-22.2779, 4.5812, -19.0764], [-7.8069, 4.3999, -8.8805], [-20.4638, 1.0913, -18.6838], [-15.0067, 6.2811, -19.6714], [-17.9425, 6.2500, -13.4472], [-9.5689, 6.3438, -16.0816], [-15.4007, 13.7828, -15.8802], [-14.4753, 8.4488, -12.3664], [-8.8953, 5.7652, -21.2162], [-19.0874, 9.0526, -15.2855], [-12.1443, 9.7963, -22.6709], [-10.5728, 5.9945, -10.6965], [-14.6128, 7.2181, -21.8705], [-14.5391, 1.0032, -18.3122], [-15.6315, 6.0075, -22.7430], [-17.6946, 10.5562, -18.6582], [-15.9138, -3.9328, -12.0746], [-11.9415, 1.5440, -16.8161], [-21.1268, 9.0117, -16.9014], [-12.8346, 9.7759, -18.9801], [-6.9227, 3.5557, -10.7063], [-15.9200, 10.8925, -19.7745], [-14.1383, 9.4366, -13.4489], [-12.4012, 9.1280, -10.7942], [-8.7191, 5.6760, -20.1443], [-14.1447, 5.7517, -14.8557], [-14.9067, -2.9961, -10.5106], [-11.7252, 10.2669, -15.8872], [-13.5306, 1.8861, -15.6228], [-16.4477, 5.9259, -7.5815], [-17.2885, 7.2240, -17.3522], [-10.0548, 6.3653, -17.2992], [-13.8258, 3.7389, -13.0425], [-16.5578, 5.5580, -17.5256], [-11.1843, -3.1532, -14.8010], [-15.2507, 2.8892, -20.0082], [-13.9775, 9.8098, -9.2363], [-10.2485, 4.5750, -10.2604], [-23.3464, 5.2329, -18.4012], [-16.5667, 9.1689, -18.5924], [-16.8793, 0.6917, -12.4992], [-14.4710, 5.2558, -15.8646], [-11.0381, 3.8914, -10.5725], [-17.1542, 5.9684, -10.2623], [-11.0975, 5.8185, -17.6623], [-11.2331, 1.4173, -18.7722], [-15.5988, 1.2545, -18.3558], [-12.5320, 8.5951, -20.8504], [-20.0552, 10.6680, -14.5551], [-5.2970, 4.2511, -9.3628], [-13.8294, 3.9407, -11.9713], [-13.8923, -2.3032, -16.4685], [-10.7833, 4.6765, -15.4158], [-12.1849, 1.9929, -13.4927], [-14.2278, 1.4451, -23.0898], [-11.2230, 10.8772, -17.4873], [-13.5654, 10.6664, -7.5140], [-9.0052, 7.8634, -20.0084], [-11.8290, 0.4422, -14.4761], [-16.4782, 11.8280, -19.8094], [-14.5620, 3.5919, -19.2647], [-11.8329, 1.8262, -20.7738], [-18.7805, 2.2763, -18.0570], [-10.5526, 2.8602, -20.0724], [-14.0538, 5.6785, -16.9330], [-12.4848, 3.2147, -15.6339], [-15.3269, 3.1405, -21.3573], [-10.1419, 5.4828, -15.0600], [-20.7116, 3.0470, -19.3614], [-9.2748, 5.0847, -14.5330], [-12.2253, -4.8644, -15.6300], [-11.6553, 10.0334, -16.9496], [-19.6439, 10.7025, -16.2779], [-15.4550, 7.9872, -12.4902], [-11.7930, 1.5288, -14.3977], [-4.8811, 3.8306, -10.9851], [-12.3023, 10.9330, -8.6994], [-14.3731, -2.6114, -12.6078], [-16.4490, 2.9017, -23.1662], [-13.5793, 10.7879, -17.2664], [-22.0336, 10.2443, -16.0719], [-5.5588, 3.5696, -10.1723], [-17.0431, 1.9202, -21.8576], [-10.7115, 1.6474, -14.4644], [-14.8471, 11.0361, -19.6466], [-19.1433, 2.8996, -17.2398], [-13.3551, -1.7126, -17.3787], [-16.2987, 1.6279, -13.5563], [-12.1812, 3.4052, -18.1498], [-17.2672, 6.5324, -19.2623], [-16.5440, 6.9726, -21.1939], [-21.6623, 3.4309, -18.5474], [-13.7380, 7.6491, -12.4375], [-15.2222, 1.1453, -22.7590], [-15.6150, 6.9594, -22.2123], [-17.9373, 0.4932, -12.6705], [-16.4112, -1.5989, -11.6836], [-12.7179, 7.4984, -18.9448], [-10.1602, -3.5211, -14.8628], [-17.0825, 6.4655, -12.8131], [-11.0666, 9.1285, -17.1002], [-10.2977, 4.6049, -9.1720], [-5.3432, 2.5795, -9.7707], [-19.5417, 6.5082, -17.6083], [-16.7063, 2.6119, -13.3246], [-11.1253, 6.4523, -9.8761], [-11.0688, 4.5836, -22.2825], [-10.2190, 1.1252, -20.5213], [-19.1198, 8.1960, -14.2601], [-11.5883, -3.1641, -13.7887], [-19.9963, 10.0690, -15.4639], [-19.4626, 1.5123, -19.9692], [-7.9074, 4.0654, -10.0439], [-11.8654, 2.2213, -17.9441], [-15.6158, 5.1262, -12.2076], [-18.9229, 4.9630, -18.2217], [-15.9751, 5.9736, -9.8225], [-14.8802, 5.2757, -10.3341], [-16.1324, 2.3314, -22.2929], [-10.4458, 6.8344, -19.8130], [-15.1294, 4.4844, -11.4731], [-15.8864, 7.8338, -8.4710], [-16.1163, 10.2779, -20.6531], [-22.0780, 2.9654, -17.4860], [-16.5910, 12.4628, -14.5782], [-16.7805, 1.2476, -11.5668], [-13.4946, 3.0519, -11.4365], [-13.1945, 5.2938, -18.8309], [-16.0626, 10.8311, -17.3544], [-13.2193, 10.5343, -21.4627], [-15.8003, 12.4865, -15.6817], [-13.7563, 8.9074, -14.3219], [-9.0104, 4.1226, -10.8326], [-7.6397, 5.7393, -20.0060], [-18.0188, 2.8601, -18.5739], [-11.2848, 6.0388, -11.5206], [-18.7275, 5.7872, -17.5357], [-16.1901, 0.3718, -18.1122], [-12.4962, 5.0354, -20.7655], [-15.8731, 1.7052, -19.6582], [-23.0396, 5.4288, -17.3738], [-13.4683, 9.0204, -17.1777], [-17.7735, 5.2974, -13.9490], [-16.0762, -0.5197, -12.5117], [-12.3991, 9.8320, -21.6117], [-18.8421, 5.3666, -16.5366], [-15.2146, 1.5297, -13.4999], [-13.4683, 10.2200, -13.0946], [-23.5800, 6.1492, -18.9434], [-12.5212, 9.2885, -7.9374], [-10.7671, 6.0945, -14.4096], [-12.9858, 4.6106, -11.8051], [-21.2995, 9.4530, -15.9199], [-16.5989, 11.9526, -16.8851], [-17.2842, 6.2804, -17.8979], [-24.2236, 4.5861, -18.3852], [-11.7735, -3.6303, -16.8691], [-16.1237, 6.5720, -20.0357], [-15.7438, 3.6453, -11.1467], [-9.3952, 6.9552, -19.5488], [-16.6532, 10.2545, -18.5466], [-17.6868, 12.4336, -17.2442], [-12.1438, -3.8018, -15.8584], [-13.0021, 10.1902, -8.3166], [-14.3542, 6.3156, -8.2135], [-15.6267, 6.5388, -8.4598], [-16.0805, -1.6205, -17.1202], [-19.8807, 8.2787, -13.3032], [-13.3862, -3.2651, -15.6490], [-14.7796, 11.7421, -15.4547], [-16.6682, 1.2673, -14.5163], [-15.6574, 0.6278, -23.6139], [-15.8691, 7.8038, -22.8530], [-9.7256, 6.6669, -10.8315], [-17.2665, -1.5361, -10.8498], [-9.1677, 4.7987, -19.6782], [-19.9035, 1.9428, -19.0700], [-21.7839, 8.7044, -15.2930], [-12.4553, 6.1601, -22.5409], [-15.7611, -2.4078, -15.0968], [-12.7031, 8.5568, -19.5177], [-12.9968, 9.9196, -17.5743], [-12.4673, 2.1249, -15.6447], [-11.4917, 10.3136, -21.2474], [-15.2506, -1.6652, -16.0681], [-13.5712, 9.3272, -10.3891]],
  "charge": 0,
  "e_homo_ev": [-8.63, -8.74],
  "homo_lumo_gap_ev": [8.96, 9.07],
  "multiplicity": 5
}

---

Which formula does entry 2 have?
C52H92CrF12N2O41